Molecular formula: C44H43GeN4Y
Method: DFT, wB97M-V/def2-TZVPD

```
93
Properties=species:S:1:pos:R:3:lowdin_charge:R:1
C -2.33 -7.30 2.15 -0.085
H -3.04 0.30 -3.05 0.080
H 2.42 -0.50 3.08 0.067
C 7.17 -0.35 -1.94 -0.101
C -2.05 4.40 -1.61 -0.197
H -5.42 -6.02 -0.07 0.078
H -2.03 -1.16 -4.71 0.112
C -1.32 -5.15 1.75 -0.029
Y 0.37 0.23 0.09 1.319
H -2.76 -3.53 -0.64 0.131
C -0.37 0.86 4.55 -0.094
H -1.55 -3.45 4.46 0.076
C 2.18 -2.59 3.42 -0.093
H -0.08 -3.90 -1.11 0.120
H -0.27 4.97 -2.73 0.084
C -1.41 -1.30 4.21 -0.229
C 2.87 -4.05 1.65 -0.104
C -1.70 -1.32 -2.61 -0.220
C -1.74 -2.40 0.68 -0.352
H 2.16 -1.05 -1.81 -0.121
N -1.22 -1.64 -0.25 0.033
C 6.33 -0.34 0.70 -0.111
H -4.30 -5.26 -1.20 0.087
H 2.42 2.48 -0.68 0.063
C -1.28 -6.40 2.34 -0.078
C -2.06 -2.54 4.78 -0.047
C -0.45 -3.75 -3.22 -0.072
C -4.61 -5.30 -0.15 -0.043
H -2.74 4.86 -0.91 0.122
C 8.10 -0.40 -0.92 -0.109
C -1.00 -2.97 -4.24 -0.081
C -1.61 -1.77 -3.92 -0.045
H -0.07 1.66 5.21 0.097
C -2.30 0.03 -2.30 -0.054
H -5.00 -4.31 0.11 0.082
C 3.19 1.54 1.09 -0.285
C -1.00 -0.27 5.05 -0.061
C -3.40 -6.93 1.35 -0.047
H 2.99 -5.05 1.25 0.096
H 3.67 -3.11 -0.09 0.101
H 0.07 -4.67 -3.45 0.105
C -1.13 5.44 -2.25 -0.082
H -1.52 0.80 -2.33 0.058
H -2.64 3.88 -2.36 0.119
H -2.76 0.06 -1.32 0.073
C 5.37 -0.28 -0.32 -0.278
C 2.56 -1.49 2.65 -0.124
H -0.75 6.14 -1.50 0.080
Ge 3.46 -0.16 0.07 0.711
H 2.05 4.69 0.41 0.093
H -1.68 6.00 -3.00 0.078
C 2.78 4.04 2.32 -0.101
C 5.81 -0.29 -1.64 -0.114
H -3.11 -2.63 4.49 0.086
C -0.49 -0.08 2.28 -0.213
C -0.10 0.92 3.19 -0.169
H -0.94 -3.30 -5.27 0.102
H 6.01 -0.34 1.74 0.094
H -0.42 -6.69 2.94 0.104
C 2.66 2.62 0.38 -0.163
C 2.33 -3.87 2.92 -0.118
C -1.17 -1.15 2.83 -0.234
H -1.19 -0.36 6.11 0.104
H 7.49 -0.36 -2.97 0.095
C 3.10 -1.64 1.37 -0.269
N -1.70 -2.19 2.01 0.149
C -0.53 -3.32 -1.91 -0.027
C 2.46 3.86 0.99 -0.104
C 3.51 1.75 2.44 -0.118
H 5.07 -0.24 -2.43 0.090
C 2.17 -0.08 -1.28 -0.497
H 3.58 3.11 4.09 0.101
H -0.48 -4.47 1.88 0.105
H -2.31 -8.27 2.61 0.102
H 1.76 -2.43 4.41 0.101
C -1.29 3.38 -0.88 -0.154
C -3.46 -5.68 0.75 -0.216
C -2.41 -4.78 0.97 -0.199
H -2.03 -2.51 5.87 0.077
H 0.45 1.79 2.83 0.075
H 9.16 -0.45 -1.15 0.094
C 7.68 -0.39 0.41 -0.101
C 3.31 2.98 3.05 -0.092
N -0.71 2.58 -0.31 0.154
N -2.48 -3.52 0.33 0.125
H 2.04 -4.73 3.52 0.093
H -4.21 -7.63 1.18 0.111
H 3.94 0.94 3.02 0.092
H -2.26 -2.86 2.51 0.109
C -1.17 -2.12 -1.59 -0.273
H 2.61 5.00 2.80 0.097
H 8.41 -0.43 1.21 0.095
C 3.25 -2.95 0.89 -0.115
```

For the HOMO energy, the calculation gives -5.4 eV. Its energy is -109843.6980 eV. As for the energy above the lowest of the compared OMol25 structures with the same formula, charge and spin: 11.4 kcal per mole. Its HOMO-LUMO gap is 5.5 eV. For the LUMO energy, the calculation gives 0.10 eV.